7
Properties=species:S:1:pos:R:3 method="wB97M-V/def2-TZVPD" e_lumo_ev="-1.0 / -1.0" fmax_ev_per_a=4.0 homo_lumo_gap_ha="0.2714 / 0.2720" energy_ev=-16930.0124 smiles="N=C=O.N=S"
N -0.6099 1.4541 1.1989
C -0.7239 1.2645 0.0101
O -0.6851 1.0161 -1.1072
H -1.3090 1.4432 1.8214
N 1.4653 -2.1015 -0.6316
S 0.1983 -1.6905 -1.4348
H 1.6643 -1.3859 0.1432

***

9
Properties=species:S:1:pos:R:3 method="wB97M-V/def2-TZVPD" e_lumo_ev=4.2 fmax_ev_per_a=5.2 homo_lumo_gap_ha=0.2484 energy_ev=-11675.5897 total_charge=-1 smiles=[O-]Nc1non1O
O -2.3847 -0.9504 0.1886
N -1.2737 -0.3168 -0.2199
C -0.0320 -0.6224 -0.2078
N 0.9606 -1.4155 0.3659
O 1.9755 -0.3726 0.0700
N 0.9683 0.4266 -0.6000
O 0.8048 1.5633 0.1458
H -1.5672 0.5031 -0.7488
H 0.5484 1.1847 1.0061

***

Please write out number 2 again, unchanged.
9
Properties=species:S:1:pos:R:3 method="wB97M-V/def2-TZVPD" e_lumo_ev=4.2 fmax_ev_per_a=5.2 homo_lumo_gap_ha=0.2484 energy_ev=-11675.5897 total_charge=-1 smiles=[O-]Nc1non1O
O -2.3847 -0.9504 0.1886
N -1.2737 -0.3168 -0.2199
C -0.0320 -0.6224 -0.2078
N 0.9606 -1.4155 0.3659
O 1.9755 -0.3726 0.0700
N 0.9683 0.4266 -0.6000
O 0.8048 1.5633 0.1458
H -1.5672 0.5031 -0.7488
H 0.5484 1.1847 1.0061